Record 1
The following is a quantum chemistry calculation of C4H7NO in the gas phase, from OMol25.

Output
- SMILES string: O=CCN1CC1
- Orbital gap: 9.9 eV
- Energy above the lowest of the compared OMol25 structures with the same formula, charge and spin: 290.1 kJ/mol
- DFT total energy: -7796.6377 eV
- HOMO energy: -8.87 eV

```
! wB97M-V def2-TZVPD RIJCOSX def2/J DEFGRID3
* xyz 0 1
O -2.60 -0.88 1.49
C -1.47 -0.55 1.24
C -1.14 0.36 0.07
N 0.09 0.00 -0.56
C 1.23 0.64 -1.10
C 1.33 -0.55 -0.18
H -0.60 -0.88 1.85
H -1.22 1.41 0.41
H -1.93 0.20 -0.66
H 1.62 1.58 -0.70
H 1.32 0.53 -2.17
H 1.50 -1.56 -0.55
H 1.80 -0.34 0.79
*
```


Record 2
The following is a quantum chemistry calculation of a molecular structure, C4H6N2, from OMol25.

Output
- Orbital gap: 8.8 eV
- Energy above the lowest of the compared OMol25 structures with the same formula, charge and spin: 318.9 kJ/mol
- DFT total energy: -7201.2924 eV
- HOMO energy: -21.91 eV

```
! wB97M-V def2-TZVPD RIJCOSX def2/J DEFGRID3
* xyz 2 1
C 1.63 -0.59 -0.93
C 1.17 -0.08 1.09
C -1.27 0.32 0.85
C 0.20 -0.14 -0.99
N 2.14 -0.27 0.26
N -0.07 0.09 0.45
H 2.21 -0.92 -1.69
H 1.30 -0.13 2.47
H -2.15 0.55 0.24
H -1.36 0.56 1.97
H 0.52 0.79 -1.55
H -0.60 -0.57 -1.59
*
```


Record 3
The following is a quantum chemistry calculation of 3 unconnected molecules or ions with the total composition C6H20N2O2, from OMol25.

Output
- SMILES string: CCC[C@@H](CN)NC.O.O
- Orbital gap: 9.4 eV
- Energy above the lowest of the compared OMol25 structures with the same formula, charge and spin: 137.0 kJ/mol
- DFT total energy: -13620.7613 eV
- HOMO energy: -8.79 eV

```
! wB97M-V def2-TZVPD RIJCOSX def2/J DEFGRID3
* xyz 0 1
C -2.91 -0.81 -0.58
N -1.67 -1.26 0.02
C -0.48 -0.40 -0.28
C 0.20 0.09 1.01
C 1.16 1.24 0.73
C 1.39 2.10 2.02
C 0.52 -1.11 -1.16
N 0.32 -0.84 -2.59
H -2.86 0.25 -0.80
H -3.71 -0.91 0.16
H -3.33 -1.32 -1.46
H -1.34 -2.20 -0.16
H -0.81 0.50 -0.81
H -0.60 0.44 1.67
H 0.72 -0.75 1.48
H 0.73 1.89 -0.01
H 2.18 0.91 0.53
H 2.46 2.30 2.15
H 1.04 1.63 2.94
H 0.93 3.08 1.92
H 0.58 -2.19 -0.98
H 1.51 -0.71 -0.92
H -0.38 -1.48 -2.95
H 1.18 -0.93 -3.12
H 2.90 1.41 -2.87
H 2.02 2.33 -2.07
O 2.83 1.79 -1.99
H -1.46 -0.95 2.94
H -1.49 -2.22 2.16
O -1.66 -1.89 3.05
*
```


Record 4
The following is a quantum chemistry calculation of 2 unconnected molecules or ions with the total composition C20H37F6NO5PS, from OMol25.

Output
- Orbital gap: 9.4 eV
- Energy above the lowest of the compared OMol25 structures with the same formula, charge and spin: 6.2 kJ/mol
- DFT total energy: -69492.6793 eV
- HOMO energy: -11.72 eV

```
! wB97M-V def2-TZVPD RIJCOSX def2/J DEFGRID3
* xyz 1 1
C 3.99 -2.65 0.91
P 2.67 -1.54 0.27
O 2.95 -0.16 1.15
C 1.09 -2.07 1.17
C -0.08 -1.43 0.41
C -1.44 -1.86 0.94
C -1.70 -1.36 2.38
C -3.00 -0.54 2.52
C -2.69 0.92 2.66
F -3.77 1.69 2.73
F -1.93 1.19 3.73
F -1.94 1.35 1.59
C -1.61 -3.37 0.77
C -3.01 -3.87 1.13
C -3.10 -5.35 1.53
O -2.35 -6.18 0.67
C -2.82 -5.61 3.04
F -1.99 -6.63 3.23
F -2.29 -4.55 3.69
F -3.96 -5.88 3.68
O -0.62 -4.08 1.57
S 0.92 -3.82 1.25
O 1.62 -4.33 2.40
O 1.18 -4.32 -0.08
H 3.62 -3.50 1.47
H 4.56 -3.02 0.05
H 4.66 -2.07 1.56
H 3.18 -0.35 2.07
H 1.11 -1.70 2.21
H 0.01 -1.67 -0.66
H 0.01 -0.34 0.50
H -2.20 -1.40 0.28
H -1.68 -2.18 3.10
H -0.88 -0.70 2.66
H -3.61 -0.63 1.61
H -3.63 -0.83 3.37
H -1.42 -3.63 -0.28
H -3.62 -3.75 0.23
H -3.48 -3.26 1.92
H -4.14 -5.67 1.40
H -1.43 -6.19 0.95
C 1.80 3.13 -5.24
C 1.61 4.52 -4.61
C 1.89 4.68 -3.13
N 1.02 3.92 -2.14
C 1.24 4.56 -0.79
C 0.60 3.82 0.36
C 1.07 2.37 0.40
C 0.78 1.70 -0.94
C 1.43 2.46 -2.08
C -0.41 4.05 -2.53
H 0.96 2.47 -5.06
H 1.90 3.23 -6.32
H 2.71 2.64 -4.88
H 0.63 4.91 -4.86
H 2.32 5.20 -5.09
H 1.76 5.73 -2.87
H 2.92 4.40 -2.89
H 2.33 4.61 -0.66
H 0.86 5.58 -0.87
H 0.88 4.33 1.28
H -0.49 3.87 0.30
H 0.57 1.83 1.20
H 2.14 2.32 0.61
H -0.30 1.61 -1.10
H 1.18 0.69 -0.96
H 1.17 2.02 -3.04
H 2.51 2.46 -1.98
H -0.57 3.53 -3.48
H -0.65 5.10 -2.64
H -1.04 3.60 -1.77
*
```


Record 5
The following is a quantum chemistry calculation of 5 unconnected molecules or ions with the total composition CH12NO4, from OMol25.

Output
- Orbital gap (alpha / beta): 11.4 / 2.8 eV
- Energy above the lowest of the compared OMol25 structures with the same formula, charge and spin: 149.6 kJ/mol
- DFT total energy: -10889.2637 eV
- HOMO energy (alpha / beta): -19.84 / -18.40 eV

```
! wB97M-V def2-TZVPD RIJCOSX def2/J DEFGRID3
* xyz 2 2
C 1.02 -2.26 0.43
N 1.18 -1.02 0.14
H 1.59 -2.70 1.24
H 0.27 -2.80 -0.14
H 0.33 -0.52 -0.22
H 2.00 -0.42 0.11
H -2.81 2.25 0.43
H -4.04 1.39 0.21
O -3.15 1.58 -0.14
H -1.97 0.12 -0.48
H -1.40 -0.03 -1.95
O -1.18 -0.14 -1.02
H 0.22 0.59 3.16
H 1.63 0.18 3.36
O 0.89 0.01 2.76
H 1.88 0.76 -3.28
H 1.56 1.95 -2.27
O 1.97 1.07 -2.35
*
```


Record 6
The following is a quantum chemistry calculation of C4H6OS2 in the gas phase, from OMol25.

Output
- SMILES string: C[C@H]1S[C@H]1C(O)=S
- Orbital gap: 8.8 eV
- Energy above the lowest of the compared OMol25 structures with the same formula, charge and spin: 102.8 kJ/mol
- DFT total energy: -27962.2130 eV
- HOMO energy: -9.17 eV

```
! wB97M-V def2-TZVPD RIJCOSX def2/J DEFGRID3
* xyz 0 1
C -1.89 1.52 0.19
C -1.49 0.17 0.73
C -0.19 -0.51 0.65
C 1.01 0.15 0.04
H -1.31 2.30 0.76
H -1.63 1.62 -0.88
H -2.90 1.69 0.41
H -2.00 -0.10 1.70
H 0.02 -1.16 1.43
H 1.51 1.52 -1.03
O 0.64 1.17 -0.79
S -1.53 -1.20 -0.51
S 2.56 -0.25 0.16
*
```


- What is the formula in the third record?
  C6H20N2O2


- Which value of energy above the lowest of the compared OMol25 structures with the same formula, charge and spin does entry 1 give?
  290.1 kJ/mol


- Which of these has the lowest energy above the lowest of the compared OMol25 structures with the same formula, charge and spin?
  C20H37F6NO5PS


Please write out number 3 again, unchanged.
The following is a quantum chemistry calculation of 3 unconnected molecules or ions with the total composition C6H20N2O2, from OMol25.

Output
- SMILES string: CCC[C@@H](CN)NC.O.O
- Orbital gap: 9.4 eV
- Energy above the lowest of the compared OMol25 structures with the same formula, charge and spin: 137.0 kJ/mol
- DFT total energy: -13620.7613 eV
- HOMO energy: -8.79 eV

```
! wB97M-V def2-TZVPD RIJCOSX def2/J DEFGRID3
* xyz 0 1
C -2.91 -0.81 -0.58
N -1.67 -1.26 0.02
C -0.48 -0.40 -0.28
C 0.20 0.09 1.01
C 1.16 1.24 0.73
C 1.39 2.10 2.02
C 0.52 -1.11 -1.16
N 0.32 -0.84 -2.59
H -2.86 0.25 -0.80
H -3.71 -0.91 0.16
H -3.33 -1.32 -1.46
H -1.34 -2.20 -0.16
H -0.81 0.50 -0.81
H -0.60 0.44 1.67
H 0.72 -0.75 1.48
H 0.73 1.89 -0.01
H 2.18 0.91 0.53
H 2.46 2.30 2.15
H 1.04 1.63 2.94
H 0.93 3.08 1.92
H 0.58 -2.19 -0.98
H 1.51 -0.71 -0.92
H -0.38 -1.48 -2.95
H 1.18 -0.93 -3.12
H 2.90 1.41 -2.87
H 2.02 2.33 -2.07
O 2.83 1.79 -1.99
H -1.46 -0.95 2.94
H -1.49 -2.22 2.16
O -1.66 -1.89 3.05
*
```